Below is 3 unconnected molecules or ions with the total composition C4H16N2O2 at a distorted geometry, with properties calculated with ωB97M-V/def2-TZVPD.

Summary:
* charge: +2
* E_HOMO: -18.12 eV
* energy relative to the best compared isomer or geometry (same formula, charge and spin): 1.631 eV
* frontier orbital gap: 11.43 eV

Cartesian coordinates (Å):
1 C 0.26 -1.11 -0.82
2 C -0.11 0.36 -0.40
3 C 0.96 0.81 0.60
4 C 1.17 0.22 1.76
5 N 1.58 2.13 0.41
6 N -0.60 -2.18 -0.12
7 H -0.02 -1.25 -1.88
8 H 1.33 -1.21 -0.73
9 H -0.05 1.02 -1.26
10 H -1.11 0.50 -0.03
11 H 1.63 0.54 2.70
12 H 1.01 -0.85 1.90
13 H 2.22 2.26 1.20
14 H 0.96 2.95 0.25
15 H 2.08 2.22 -0.49
16 H -1.27 -2.53 -0.81
17 H 0.07 -2.92 0.10
18 H -1.09 -1.72 0.65
19 H -3.28 -4.19 -0.94
20 H -2.91 -4.72 0.35
21 O -2.48 -4.31 -0.41
22 H -0.64 4.61 -0.15
23 H 0.21 5.09 -1.20
24 O 0.09 4.29 -0.68

natural (NBO) population analysis, charges in e, atoms 1 to 2: number 1, C, carries -0.233; number 2, C, carries -0.473


Below is 2 unconnected molecules or ions with the total composition C4H16N2O2 at a distorted geometry, with properties calculated with ωB97M-V/def2-TZVPD.

Summary:
* charge: +2
* E_HOMO: -19.01 eV
* energy relative to the best compared isomer or geometry (same formula, charge and spin): 0.438 eV
* frontier orbital gap: 12.38 eV

Cartesian coordinates (Å):
1 C -0.50 -0.02 1.74
2 O -1.76 0.39 1.28
3 C 0.59 0.75 1.00
4 C 0.61 0.45 -0.49
5 C -0.58 0.92 -1.33
6 N -1.64 -0.11 -1.38
7 N 1.93 0.51 1.60
8 H -0.39 0.12 2.82
9 H -0.42 -1.10 1.67
10 H -2.22 0.91 1.95
11 H 0.34 1.79 1.12
12 H 0.76 -0.59 -0.76
13 H 1.49 0.88 -0.97
14 H -0.23 1.10 -2.34
15 H -1.03 1.85 -0.96
16 H -2.07 -0.20 -0.47
17 H -1.17 -1.00 -1.53
18 H -2.34 0.06 -2.12
19 H 2.63 0.79 0.91
20 H 2.07 1.07 2.43
21 H 2.08 -0.45 1.87
22 H 0.59 -3.28 -1.49
23 H 0.82 -2.44 -2.72
24 O 0.45 -2.40 -1.84

natural (NBO) population analysis, charges in e, atoms 1 to 2: number 1, C, carries -0.096; number 2, O, carries -0.746


Below is 3 unconnected molecules or ions with the total composition C4H16N2O2 at a distorted geometry, with properties calculated with ωB97M-V/def2-TZVPD.

Summary:
* charge: +3
* E_HOMO (spin up / spin down): -22.33 / -22.28 eV
* energy relative to the best compared isomer or geometry (same formula, charge and spin): 1.709 eV
* frontier orbital gap (spin up / spin down): 12.04 / 4.16 eV
* multiplicity: 2

Cartesian coordinates (Å):
1 C -0.51 -2.39 0.41
2 C -0.75 -0.98 -0.21
3 C -1.10 -0.01 1.02
4 C -0.78 2.24 1.74
5 N -0.80 1.47 0.74
6 N -1.21 -3.58 -0.34
7 H 0.72 -2.46 0.38
8 H -0.78 -2.57 1.49
9 H 0.23 -0.80 -0.88
10 H -1.64 -0.96 -0.80
11 H -2.17 -0.22 1.17
12 H -0.77 -0.27 2.06
13 H -1.01 2.08 2.78
14 H -0.50 3.33 1.41
15 H -0.61 1.83 -0.28
16 H -0.78 -3.62 -1.28
17 H -2.14 -3.21 -0.56
18 H -1.35 -4.45 0.10
19 H 1.35 3.98 -0.73
20 H 2.04 2.83 -0.35
21 O 1.08 3.17 -0.40
22 H 4.46 1.34 -2.15
23 H 3.49 1.72 -3.12
24 O 3.50 1.54 -2.20

natural (NBO) population analysis, charges in e, atoms 1 to 2: number 1, C, carries -0.242; number 2, C, carries -0.452


Below is a gas-phase ion, C4H16N4 (charge +2) at a distorted geometry, with properties calculated with ωB97M-V/def2-TZVPD.

Summary:
* charge: +2
* E_HOMO (spin up / spin down): -10.63 / -18.65 eV
* frontier orbital gap (spin up / spin down): 3.44 / 5.34 eV
* multiplicity: 3

Cartesian coordinates (Å):
1 C 2.06 -0.08 0.29
2 C -0.59 -0.14 0.26
3 C 0.83 -0.82 0.66
4 C -0.56 0.96 -0.87
5 N -0.97 0.43 1.53
6 N -0.69 0.50 -2.18
7 N 0.91 -2.28 0.26
8 N -1.74 1.84 -0.39
9 H 2.77 0.02 1.07
10 H 1.93 0.94 -0.05
11 H 2.66 -0.66 -0.52
12 H -1.27 -0.94 0.07
13 H 0.66 -1.04 1.82
14 H 0.44 1.36 -0.72
15 H -1.59 -0.17 1.98
16 H -0.24 0.92 2.02
17 H -1.51 0.06 -2.44
18 H -0.33 1.07 -2.88
19 H 1.85 -2.69 0.64
20 H 0.95 -2.41 -0.80
21 H 0.27 -2.84 0.85
22 H -2.60 1.45 -0.88
23 H -1.61 2.94 -0.38
24 H -1.64 1.58 0.69

natural (NBO) population analysis, charges in e, atoms 1 to 2: number 1, C, carries -0.676; number 2, C, carries -0.161


Below is 2 unconnected molecules or ions with the total composition C4H16N6 at a distorted geometry, with properties calculated with ωB97M-V/def2-TZVPD.

Summary:
* charge: +2
* E_HOMO: -17.56 eV
* energy relative to the best compared isomer or geometry (same formula, charge and spin): 0.342 eV
* frontier orbital gap: 11.49 eV

Cartesian coordinates (Å):
1 C -0.64 -0.53 2.36
2 C -2.53 -0.70 0.85
3 N -1.28 -1.07 1.15
4 N -3.15 0.31 1.44
5 N -3.24 -1.46 0.00
6 H -0.78 -1.70 0.57
7 H -2.72 0.90 2.13
8 H -3.93 0.69 0.92
9 H -2.79 -2.26 -0.42
10 H -4.05 -1.05 -0.44
11 H -0.95 -1.05 3.26
12 H -0.75 0.56 2.39
13 H 0.42 -0.69 2.25
14 C 1.42 -0.64 -2.35
15 C 2.18 1.06 -0.77
16 N 1.79 -0.22 -0.98
17 N 1.49 2.11 -1.22
18 N 3.23 1.30 0.01
19 H 2.45 -0.85 -0.56
20 H 0.70 2.00 -1.84
21 H 2.02 2.95 -1.39
22 H 3.81 0.54 0.33
23 H 3.35 2.24 0.37
24 H 2.27 -1.08 -2.87
25 H 0.90 0.14 -2.88
26 H 0.75 -1.50 -2.29

natural (NBO) population analysis, charges in e, atoms 1 to 2: number 1, C, carries -0.427; number 2, C, carries 0.674


Below is 2 unconnected molecules or ions with the total composition C4H16N6 at a distorted geometry, with properties calculated with ωB97M-V/def2-TZVPD.

Summary:
* charge: +2
* E_HOMO: -17.83 eV
* energy relative to the best compared isomer or geometry (same formula, charge and spin): 3.888 eV
* frontier orbital gap: 11.10 eV

Cartesian coordinates (Å):
1 C 2.28 0.01 1.11
2 C 0.41 -1.71 0.76
3 N 1.36 -0.81 0.27
4 N 0.09 -1.53 2.21
5 N -0.14 -2.68 -0.11
6 H 1.77 -0.90 -0.56
7 H 0.11 -0.45 2.34
8 H -0.50 -2.21 2.63
9 H 0.53 -2.97 -0.80
10 H -0.69 -3.52 0.20
11 H 3.44 0.01 0.89
12 H 2.44 -0.43 2.18
13 H 2.02 1.07 0.94
14 C -2.37 0.14 -0.43
15 C -0.42 1.62 -1.01
16 N -1.50 1.45 -0.19
17 N -0.17 0.87 -2.07
18 N 0.38 2.69 -0.60
19 H -1.97 2.32 0.18
20 H -0.92 0.20 -2.55
21 H 0.72 1.01 -2.61
22 H 0.07 3.15 0.24
23 H 1.17 2.87 -1.03
24 H -1.93 -0.48 -1.07
25 H -3.46 0.37 -0.56
26 H -2.33 -0.35 0.52

natural (NBO) population analysis, charges in e, atoms 1 to 2: number 1, C, carries -0.511; number 2, C, carries 0.699


Below is 3 unconnected molecules or ions with the total composition C4H16NO2 at a distorted geometry, with properties calculated with ωB97M-V/def2-TZVPD.

Summary:
* charge: +1
* E_HOMO: -15.12 eV
* energy relative to the best compared isomer or geometry (same formula, charge and spin): 1.218 eV
* frontier orbital gap: 12.24 eV

Cartesian coordinates (Å):
1 C -1.64 0.85 -1.31
2 C -1.11 0.37 0.04
3 N -0.45 -0.98 -0.08
4 C 0.82 -1.01 -0.92
5 C 1.45 -2.37 -1.00
6 H -1.07 0.52 -2.18
7 H -1.66 1.92 -1.50
8 H -2.63 0.46 -1.53
9 H -0.28 1.06 0.23
10 H -1.92 0.40 0.76
11 H -1.05 -1.70 -0.50
12 H -0.27 -1.28 0.89
13 H 1.52 -0.26 -0.55
14 H 0.49 -0.62 -1.87
15 H 0.81 -3.07 -1.53
16 H 2.25 -2.18 -1.72
17 H 1.85 -2.80 -0.08
18 H 0.81 0.17 2.07
19 H 0.15 -0.61 3.30
20 O 0.65 -0.70 2.49
21 H 0.78 3.54 -0.32
22 H -0.72 3.32 0.20
23 O 0.21 3.31 0.43

natural (NBO) population analysis, charges in e, atoms 1 to 2: number 1, C, carries -0.652; number 2, C, carries -0.254


Below is 3 unconnected molecules or ions with the total composition C4H16NO2 at a distorted geometry, with properties calculated with ωB97M-V/def2-TZVPD.

Summary:
* charge: +1
* E_HOMO: -15.47 eV
* energy relative to the best compared isomer or geometry (same formula, charge and spin): 0.339 eV
* frontier orbital gap: 12.59 eV

Cartesian coordinates (Å):
1 C -0.04 -1.38 1.47
2 C 0.24 -0.06 0.75
3 C -0.97 0.85 0.79
4 C -0.65 2.27 0.31
5 N 0.49 -0.43 -0.69
6 H -0.22 -1.12 2.52
7 H -0.90 -1.85 1.01
8 H 0.87 -1.98 1.50
9 H 1.20 0.32 1.10
10 H -1.29 0.89 1.83
11 H -1.76 0.44 0.15
12 H -1.41 2.62 -0.36
13 H 0.29 2.28 -0.24
14 H -0.52 2.99 1.13
15 H 0.60 0.44 -1.21
16 H -0.33 -0.90 -1.10
17 H 1.38 -0.92 -0.80
18 H -3.01 0.23 -2.42
19 H -2.50 -1.25 -2.41
20 O -2.23 -0.33 -2.36
21 H 3.81 -0.76 -1.02
22 H 3.73 -1.44 0.35
23 O 3.22 -0.91 -0.28

natural (NBO) population analysis, charges in e, atoms 1 to 2: number 1, C, carries -0.624; number 2, C, carries -0.031


Below is 3 unconnected molecules or ions with the total composition C4H16NO2 at a distorted geometry, with properties calculated with ωB97M-V/def2-TZVPD.

Summary:
* charge: +1
* E_HOMO: -14.85 eV
* energy relative to the best compared isomer or geometry (same formula, charge and spin): 0.916 eV
* frontier orbital gap: 11.78 eV

Cartesian coordinates (Å):
1 C 0.79 0.66 1.02
2 C -0.50 0.47 1.82
3 C -1.65 -0.16 1.02
4 C -1.26 -1.56 0.48
5 N 0.55 1.00 -0.42
6 H 1.41 1.44 1.45
7 H 1.36 -0.26 0.94
8 H -0.24 -0.06 2.73
9 H -0.83 1.48 2.06
10 H -2.51 -0.30 1.66
11 H -1.80 0.51 0.16
12 H -1.42 -2.24 1.30
13 H -0.33 -1.64 -0.09
14 H -1.94 -1.86 -0.30
15 H -0.06 0.28 -0.82
16 H 1.46 0.98 -0.89
17 H 0.07 1.88 -0.56
18 H 3.87 0.96 -0.58
19 H 3.41 2.41 -1.18
20 O 3.16 1.58 -0.77
21 H -1.96 -2.12 -2.98
22 H -0.43 -1.78 -3.32
23 O -1.16 -1.65 -2.72

natural (NBO) population analysis, charges in e, atoms 1 to 2: number 1, C, carries -0.213; number 2, C, carries -0.418


Below is 4 unconnected molecules or ions with the total composition C4H16NO2S at a distorted geometry, with properties calculated with ωB97M-V/def2-TZVPD.

Summary:
* charge: +1
* E_HOMO: -14.04 eV
* energy relative to the best compared isomer or geometry (same formula, charge and spin): 7.324 eV
* frontier orbital gap: 4.18 eV

Cartesian coordinates (Å):
1 C 0.78 2.02 1.26
2 C 0.12 0.75 0.59
3 C -1.39 1.04 0.51
4 C -2.38 -0.03 -0.14
5 S 0.36 -1.40 -2.13
6 N 0.47 -0.45 1.41
7 H 0.81 2.81 0.42
8 H 0.02 2.27 2.01
9 H 1.80 1.77 1.75
10 H 0.50 0.51 -0.45
11 H -1.52 2.12 0.03
12 H -1.72 1.14 1.54
13 H -2.33 -1.00 0.41
14 H -3.39 0.31 -0.27
15 H 0.44 -2.25 -3.18
16 H 1.49 -0.42 1.56
17 H 0.03 -2.98 -0.47
18 H 0.14 -1.38 1.12
19 H -2.03 -0.21 -1.17
20 H 0.51 -3.99 0.74
21 O -0.08 -3.23 0.48
22 H 1.79 0.24 -1.99
23 H 3.12 1.28 -2.35
24 O 2.47 1.05 -1.68

natural (NBO) population analysis, charges in e, atoms 1 to 2: number 1, C, carries -0.610; number 2, C, carries -0.080


| no. | DFT total energy (eV) |
| --- | --- |
| 1 | -11465.7263 |
| 2 | -11466.9193 |
| 3 | -11446.7571 |
| 4 | -10342.7960 |
| 5 | -13334.5145 |
| 6 | -13330.9685 |
| 7 | -9986.1634 |
| 8 | -9987.0421 |
| 9 | -9986.4649 |
| 10 | -20814.9192 |